{
  "formula": "C4H8O",
  "method": "ωB97M-V with the def2-TZVPD basis set",
  "de_lowest_kcal_mol": 82.7,
  "lumo_energy_ev": 0.865,
  "homo_lumo_gap_ev": 9.18,
  "total_charge": 0,
  "fmax_ev_per_a": 0.49,
  "e_tot_ev": -6321.5822,
  "e_homo_ev": -8.3,
  "elements": ["C", "C", "C", "C", "O", "H", "H", "H", "H", "H", "H", "H", "H"],
  "coordinates": [[0.59, 1.48, 0.09], [0.65, -0.01, 0.20], [-0.35, -0.73, 0.89], [-0.73, -1.06, -0.80], [-0.59, -2.23, -1.17], [0.96, 1.93, 1.03], [-0.44, 1.81, -0.04], [1.20, 1.87, -0.74], [0.03, -0.25, -1.29], [1.57, -0.53, -0.06], [-0.13, -1.71, 1.29], [-1.11, -0.16, 1.42], [-1.64, -0.42, -0.84]]
}